A cluster of 2 separate species, C24H29O in total in a non-equilibrium geometry, computed with the ωB97M-V functional and the def2-TZVPD basis.

CARTESIAN COORDINATES (ANGSTROEM)
1 C 1.96216 -2.14803 4.36253
2 H 1.11590 2.25314 2.79988
3 C 1.90151 -2.19493 -0.96902
4 C 0.59810 -2.07587 -1.71997
5 H -0.14274 6.38266 1.30421
6 C -3.27896 -1.27065 -3.48562
7 C 1.83381 -1.29201 -3.75939
8 C -1.95161 -1.50177 -2.83732
9 C -0.71797 -1.14580 -3.60915
10 C 3.15543 -1.42075 4.43731
11 H 0.39099 -0.29475 1.00836
12 H -2.73671 -2.50394 0.29277
13 H 3.94548 -1.70862 5.13284
14 C 2.31147 0.08244 2.73909
15 H -0.72989 -0.08054 -3.92661
16 H -3.81906 -2.23692 -3.50481
17 H 0.73450 4.52341 1.89061
18 H 2.49940 0.81606 1.93014
19 H 0.78477 5.83143 -0.14300
20 C -0.93083 3.88051 0.61186
21 C 0.09076 3.69117 1.58325
22 O -1.17416 5.07617 0.01092
23 H 4.27150 0.25611 3.61274
24 C -1.47577 1.53060 0.70162
25 H -0.61648 6.95682 -0.34178
26 H 2.43571 -1.23002 -1.02613
27 H -2.02754 0.68216 0.29204
28 C 0.29481 2.41720 2.09797
29 C -3.06635 -2.25677 -0.72309
30 H -0.75930 -1.66858 -4.58389
31 H -3.58707 -1.28500 -0.66210
32 C -1.76180 2.79864 0.23139
33 C -1.86055 -2.10496 -1.61386
34 H -3.17365 -0.90480 -4.51930
35 H -3.80740 -3.01951 -1.03579
36 C 1.04708 -0.49218 2.86059
37 H 1.60320 -0.95681 -4.78389
38 C 0.93187 -1.72263 3.52671
39 H 0.04998 -2.34902 3.35608
40 H -0.55372 -2.90095 -0.11312
41 C 3.33604 -0.29865 3.60763
42 H -3.91019 -0.54915 -2.93468
43 H 2.58809 -2.97407 -1.34998
44 H -2.56063 3.01029 -0.47854
45 C -0.45547 1.33464 1.66164
46 H 2.52983 -0.55680 -3.31682
47 C 0.58301 -1.50176 -2.96094
48 H 1.85546 -3.06763 4.93776
49 C -0.06022 -0.07498 1.94200
50 H -0.96140 -0.69128 2.08715
51 H 1.71674 -2.38869 0.09312
52 H 2.36677 -2.25938 -3.81957
53 C -0.20730 6.12842 0.23446
54 C -0.60755 -2.52368 -1.12829

orbital gap	4.7	eV
charge	+1
energy	-1006.85411	Eh
ΔE to the lowest compared entry with this formula, charge and spin	0.372	eV
LUMO	-5.46	eV

Löwdin atomic charge list, values in e, 5 entries: -0.084, 0.108, -0.023, -0.206, 0.093

---

A structure of composition C24H30AuN4O2S in a non-equilibrium geometry, computed with the ωB97M-V functional and the def2-TZVPD basis.

CARTESIAN COORDINATES (ANGSTROEM)
1 H 2.21224 0.04480 -3.47487
2 H -0.05774 2.39653 5.37978
3 C -1.04814 -1.14034 -1.37386
4 N 0.15750 -1.58548 3.46748
5 C -2.49844 0.16651 -2.69815
6 H -3.07912 5.24709 -4.27819
7 O 2.69006 -1.01923 0.50449
8 C -3.67059 4.36195 -4.15039
9 C 2.97775 -2.19901 -1.50106
10 C -5.79448 3.52836 -4.04655
11 H 2.25247 -2.34019 -2.30015
12 Au -0.56899 -0.96286 1.60815
13 H -6.85717 3.83039 -4.01105
14 H -1.29125 0.49086 6.42812
15 C -1.47563 0.71957 5.36075
16 H 5.62755 -1.65949 -3.69206
17 H 2.97855 1.56176 -2.92368
18 C 1.14517 -2.60723 5.85231
19 H -0.76605 -1.99735 6.60388
20 C -0.24093 1.44645 4.81257
21 H 5.03094 0.35301 -2.42635
22 C -5.31508 2.25297 -3.95926
23 C 4.54381 -1.49963 -3.38551
24 N 2.60955 0.22291 -1.42240
25 C -3.13131 3.10534 -4.04708
26 H -2.09588 3.10163 -3.92663
27 N -1.25556 -0.42624 -0.26716
28 H 0.09249 2.47300 3.13366
29 H 4.61631 0.50180 -4.13594
30 H 2.60158 1.01911 -0.74523
31 N -4.99171 4.54606 -4.14263
32 C -1.65228 -0.96085 -2.56267
33 C -1.79700 -0.60160 4.59435
34 C -2.57883 1.06694 -1.59905
35 H 0.58715 0.72216 4.89337
36 C 2.78472 -0.94106 -0.72927
37 H -2.19658 -0.36568 3.61375
38 C -3.96864 2.01644 -3.99395
39 H 5.11926 -2.06384 -1.38324
40 C -1.89340 0.72217 -0.43767
41 C 4.35429 -2.37211 -2.09245
42 C 2.94397 0.47316 -2.80368
43 S -3.42029 0.34880 -4.15037
44 C -0.07014 -1.95322 5.79411
45 H -3.25654 1.92219 -1.58198
46 H -2.28460 1.41727 5.42993
47 C 1.87725 -2.71156 4.68107
48 C 1.37100 -2.23280 3.51418
49 O -0.46222 1.71989 3.41281
50 H 3.89634 -1.93196 -4.14681
51 H 1.46278 -3.08436 6.77600
52 H -2.50959 -1.14862 5.23588
53 H -1.98729 1.39123 0.41754
54 H -1.36855 -1.64688 -3.33919
55 H -0.38887 -1.96247 -1.31191
56 H -6.00697 1.39141 -3.91858
57 H 2.83662 -2.95061 -0.72009
58 C -0.51539 -1.42831 4.59391
59 H 2.85835 -3.07413 4.58731
60 C 4.37005 0.00230 -3.20691
61 H 4.59014 -3.39418 -2.40427
62 H 1.90736 -2.30275 2.59487

orbital gap	8.9	eV
charge	+1
energy	-1835.72390	Eh
ΔE to the lowest compared entry with this formula, charge and spin	0.407	eV
LUMO	-2.67	eV

Löwdin atomic charge list, values in e, 5 entries: 0.111, 0.137, -0.158, -0.058, -0.487

---

A structure of composition C24H30BN9O2Tc, computed with the ωB97M-V functional and the def2-TZVPD basis.

CARTESIAN COORDINATES (ANGSTROEM)
1 C -1.86125 -4.10508 -1.00523
2 H -3.62296 2.43483 -0.59158
3 H -4.36247 -1.20193 -0.43809
4 C 1.86062 1.82789 -4.31762
5 O 3.66492 2.19381 -2.09334
6 H -5.17995 0.30753 -0.02374
7 C -0.76097 3.20179 -0.59773
8 H -1.81964 -3.88454 3.04253
9 C 1.11977 -0.83892 3.28714
10 N 1.42587 2.01164 1.52411
11 N 2.43871 2.86052 1.24342
12 H 3.07886 2.65181 0.48561
13 C -0.34851 1.10949 -4.86633
14 H 1.02492 1.94308 -6.29293
15 H -1.46083 4.02813 -0.69727
16 C -0.69186 -3.18574 -1.07891
17 N 0.63125 -1.48412 -0.58874
18 N -0.91379 0.82167 0.19241
19 H -1.46222 0.33674 -3.19087
20 N 0.42787 0.91829 -2.61717
21 C -0.52323 0.75879 -3.53151
22 H -1.77665 -4.86879 -1.77372
23 H -2.79884 -3.56948 -1.15290
24 H 2.82616 2.24516 -4.56606
25 H -0.02573 3.47139 0.15924
26 C 0.78247 2.53637 2.57616
27 C -2.86336 1.72944 -0.29954
28 O 2.31226 0.99627 -0.79655
29 H -0.24824 3.07441 -1.55212
30 H -1.78665 -3.26899 4.69484
31 H 3.18862 4.66825 2.01409
32 H 3.11570 -1.13191 -1.58953
33 C 0.86020 1.65437 -5.26363
34 H -0.07567 2.03029 2.98942
35 C 1.38218 3.72535 2.96335
36 C 0.36428 -1.69852 4.06673
37 C 2.63756 1.60058 -1.96464
38 C 1.22867 -2.18176 -1.58539
39 C -1.86049 -2.97944 3.65002
40 C 2.44222 3.89375 2.08678
41 C -3.06758 0.40855 0.11043
42 H 3.15661 -2.76862 -2.22741
43 B -1.47196 -1.56000 0.83037
44 H -2.82935 -2.50870 3.48813
45 H 3.02596 -0.89225 4.21020
46 H -1.15317 0.95760 -5.57229
47 C -0.74137 -2.06010 3.30269
48 C 2.42543 -0.19872 3.62510
49 N -0.64499 -1.43609 2.12139
50 H -1.90755 -4.59974 -0.03459
51 C 0.41511 -3.24900 -1.91811
52 C 1.58944 1.43631 -3.01736
53 H 1.09343 4.37666 3.76933
54 N -0.54656 -2.12258 -0.27984
55 H 0.59478 -2.03218 5.06435
56 Tc 0.98326 0.29960 0.35126
57 C 2.55994 -1.85886 -2.17274
58 C -1.50621 1.96478 -0.23920
59 H 2.99424 0.07950 2.73878
60 H 2.27402 0.69609 4.23111
61 H -2.43810 -2.23340 0.98256
62 H -4.49269 -0.70758 1.24880
63 N -1.87783 -0.12259 0.40172
64 H 2.44035 -1.48524 -3.19058
65 C -4.34749 -0.34228 0.23241
66 H 0.61635 -4.00083 -2.66251
67 N 0.48614 -0.67277 2.10531

orbital gap (spin up / spin down)	7.9 / 6.9	eV
charge	+2
energy	-1681.12000	Eh
2S+1	4
ΔE to the lowest compared entry with this formula, charge and spin	1.274	eV
LUMO (spin up / spin down)	-7.08 / -8.06	eV

Löwdin atomic charge list, values in e, 5 entries: 0.013, 0.135, 0.094, 0.035, 0.167